(1)
Formula: C25H25BN8O2Pb
Source: OMol25
Level of theory: the ωB97M-V functional and the def2-TZVPD basis

- Highest occupied orbital energy: -8.81 eV
- Energy above the lowest of the compared OMol25 structures with the same formula, charge and spin: 28.58 kJ/mol
- Total charge: 0
- LUMO energy: -0.259 eV
- Orbital gap: 8.5 eV

CARTESIAN COORDINATES (ANGSTROEM)
H: 0.09 3.53 -1.55
N: -0.50 2.00 -2.95
B: -0.77 0.49 -4.98
N: -0.46 1.86 -4.30
C: 0.01 3.00 -4.82
Pb: -0.81 0.48 -1.12
H: 0.15 3.10 -5.88
C: 0.27 3.89 -3.78
H: 0.64 4.89 -3.83
C: -0.03 3.22 -2.60
H: -0.58 0.60 -6.16
C: -1.81 -1.79 -0.25
H: -1.67 -1.81 0.83
H: -0.94 -2.53 -0.48
H: -2.63 -2.23 -0.79
N: -2.28 0.09 -4.76
N: 0.20 -0.60 -4.37
N: -2.69 -0.13 -3.46
N: 0.31 -0.75 -3.03
C: -3.31 -0.08 -5.60
C: 1.07 -1.43 -5.00
H: -3.19 0.06 -6.67
H: 1.18 -1.43 -6.09
C: -4.43 -0.44 -4.84
C: 1.74 -2.16 -4.02
C: -3.97 -0.45 -3.51
C: 1.23 -1.70 -2.80
H: -5.38 -0.66 -5.17
H: 2.50 -2.89 -4.16
H: -4.53 -0.69 -2.63
H: 1.47 -2.04 -1.81
H: -2.29 -0.76 -0.18
O: 0.36 2.92 0.73
C: 0.75 1.89 1.27
N: 0.95 1.68 2.63
C: 1.10 0.29 2.94
C: 1.17 -0.32 1.54
O: 1.37 -1.52 1.26
N: 0.91 0.65 0.64
C: 2.37 0.05 3.73
C: 3.47 -0.65 3.25
C: 4.64 -0.70 4.01
C: 4.71 -0.04 5.23
C: 3.60 0.67 5.71
C: 2.43 0.71 4.96
C: -0.19 -0.27 3.62
C: -0.11 -1.25 4.59
C: -1.28 -1.82 5.11
C: -2.52 -1.42 4.61
C: -2.59 -0.47 3.59
C: -1.43 0.11 3.09
H: 0.77 2.43 3.27
H: 3.41 -1.18 2.30
H: 5.49 -1.27 3.62
H: 5.63 -0.09 5.82
H: 3.64 1.20 6.67
H: 1.55 1.25 5.33
H: 0.88 -1.62 4.90
H: -1.19 -2.56 5.89
H: -3.43 -1.89 5.00
H: -3.55 -0.19 3.17
H: -1.50 0.82 2.26

Results of the natural (NBO) charge analysis, in e, for atoms 1 through 4: H 0.259; N -0.419; B 0.569; N -0.316

(2)
Formula: C25H25BaCl3F5IN10SSi
Source: OMol25
Level of theory: the ωB97M-V functional and the def2-TZVPD basis

- Highest occupied orbital energy: -7.15 eV
- Energy above the lowest of the compared OMol25 structures with the same formula, charge and spin: 137.22 kJ/mol
- Total charge: 0
- LUMO energy: -0.557 eV
- Orbital gap: 6.6 eV

CARTESIAN COORDINATES (ANGSTROEM)
Ba: 0.11 -0.13 0.60
N: -0.84 -3.29 3.92
C: -0.19 -2.18 3.53
N: -0.36 -2.02 2.24
C: -1.13 -3.08 1.87
N: -1.44 -3.88 2.87
C: -1.50 -3.32 0.48
C: -2.05 -4.54 0.07
N: -2.32 -4.78 -1.20
C: -2.03 -3.82 -2.08
C: -1.50 -2.61 -1.67
N: -1.24 -2.36 -0.40
H: -0.92 -3.69 4.83
H: 0.37 -1.53 4.18
H: -2.26 -5.32 0.79
H: -2.24 -4.04 -3.12
H: -1.27 -1.82 -2.38
N: 6.53 2.28 4.46
C: 5.27 2.29 4.94
S: 5.00 2.76 6.50
C: 4.19 1.86 4.01
C: 2.87 1.78 4.46
C: 1.88 1.39 3.58
N: 2.12 1.10 2.29
C: 3.37 1.18 1.86
C: 4.43 1.54 2.68
H: 7.27 2.54 5.08
H: 6.76 1.92 3.55
H: 2.63 2.02 5.48
H: 0.85 1.31 3.91
H: 3.54 0.92 0.82
H: 5.42 1.57 2.25
Cl: -2.02 0.35 4.15
Si: -1.71 1.41 2.32
Cl: -1.11 3.28 3.09
Cl: -3.71 1.83 1.83
C: -4.18 2.34 -3.41
C: -4.53 1.36 -2.28
C: -5.16 0.08 -2.84
C: -5.48 2.02 -1.28
C: -3.27 0.98 -1.64
N: -2.23 0.63 -1.28
H: -5.10 2.62 -3.94
H: -3.49 1.89 -4.13
H: -3.72 3.24 -3.01
H: -6.08 0.32 -3.36
H: -5.39 -0.62 -2.03
H: -4.49 -0.42 -3.54
H: -6.40 2.30 -1.79
H: -5.03 2.92 -0.84
H: -5.72 1.35 -0.46
F: 2.76 -2.18 1.70
C: 2.40 -1.73 0.41
F: 3.63 -1.20 -0.08
C: 2.25 -3.02 -0.39
F: 1.38 -3.86 0.21
F: 1.74 -2.73 -1.61
F: 3.38 -3.72 -0.61
N: 1.11 4.00 -0.48
C: 1.05 2.84 -0.48
H: 1.15 5.00 -0.44
I: -0.89 1.00 -6.18
C: 0.60 0.64 -4.73
C: 1.91 0.42 -5.10
C: 2.83 0.19 -4.09
C: 2.40 0.17 -2.77
N: 1.13 0.38 -2.43
C: 0.24 0.62 -3.39
H: 2.21 0.43 -6.14
H: 3.87 0.01 -4.33
H: 3.08 -0.03 -1.96
H: -0.78 0.81 -3.08

Results of the Mulliken charge analysis, in e, for atoms 1 through 4: Ba 1.778; N 0.133; C -0.821; N 0.606

(3)
Formula: C25H25Cl3I2N4O4S4Tl
Source: OMol25
Level of theory: the ωB97M-V functional and the def2-TZVPD basis

- Highest occupied orbital energy: -10.67 eV
- Energy above the lowest of the compared OMol25 structures with the same formula, charge and spin: 47.37 kJ/mol
- Total charge: +1
- LUMO energy: -2.590 eV
- Orbital gap: 8.1 eV

CARTESIAN COORDINATES (ANGSTROEM)
Tl: 1.01 -1.29 -1.17
C: 0.02 -3.08 3.41
C: 0.65 -2.96 2.05
N: -0.02 -3.01 0.96
N: -1.35 -3.21 1.04
C: -2.10 -3.36 -0.10
N: -3.41 -3.48 0.14
S: -1.48 -3.41 -1.64
C: 2.13 -2.87 1.88
C: 3.00 -2.97 2.96
C: 4.37 -3.01 2.72
C: 4.83 -2.94 1.42
C: 3.89 -2.78 0.41
N: 2.58 -2.74 0.63
H: -0.38 -4.09 3.56
H: -0.80 -2.36 3.50
H: 0.71 -2.86 4.21
H: -1.82 -3.18 1.93
H: -3.80 -3.58 1.07
H: -4.01 -3.67 -0.64
H: 2.64 -3.03 3.97
H: 5.06 -3.11 3.55
H: 5.88 -3.00 1.19
H: 4.21 -2.66 -0.62
I: 1.68 2.22 -2.51
C: 2.31 1.11 -4.20
I: 3.52 -0.60 -3.84
H: 2.89 1.77 -4.83
H: 1.42 0.77 -4.71
O: -1.54 -0.21 -0.16
S: -2.10 0.02 -1.53
C: -3.88 -0.11 -1.45
C: -4.53 -0.62 -2.56
C: -5.92 -0.69 -2.54
C: -6.62 -0.27 -1.42
C: -5.94 0.23 -0.31
C: -4.56 0.31 -0.32
C: -2.00 1.79 -1.81
C: -2.16 2.29 -3.09
C: -2.04 3.65 -3.31
C: -1.74 4.50 -2.25
C: -1.57 3.99 -0.97
C: -1.70 2.62 -0.74
H: -3.97 -0.96 -3.41
H: -6.45 -1.08 -3.40
H: -7.70 -0.32 -1.40
H: -6.49 0.55 0.57
H: -4.01 0.69 0.54
H: -2.39 1.61 -3.91
H: -2.16 4.05 -4.31
H: -1.64 5.56 -2.43
H: -1.34 4.65 -0.15
H: -1.56 2.19 0.24
C: 2.81 3.92 2.58
O: 1.42 3.55 2.78
C: 0.99 2.37 2.53
S: -0.54 1.78 2.72
S: 1.69 0.94 1.89
H: 2.90 4.91 3.02
H: 3.03 3.95 1.52
H: 3.46 3.21 3.09
Cl: 6.53 -0.05 0.25
C: 5.48 1.36 0.47
Cl: 6.03 2.29 1.87
Cl: 5.54 2.39 -0.97
C: 4.02 0.86 0.60
O: 3.44 1.27 1.71
O: 3.54 0.20 -0.29

Results of the natural (NBO) charge analysis, in e, for atoms 1 through 4: Tl 0.665; C -0.696; C 0.223; N -0.211

(4)
Formula: C25H25F2OSi
Source: OMol25
Level of theory: the ωB97M-V functional and the def2-TZVPD basis

- Highest occupied orbital energy: -9.78 eV
- Energy above the lowest of the compared OMol25 structures with the same formula, charge and spin: 11.78 kJ/mol
- Total charge: +1
- LUMO energy: -6.368 eV
- Orbital gap: 3.4 eV

CARTESIAN COORDINATES (ANGSTROEM)
F: 3.29 1.43 -0.40
C: 2.46 2.40 -0.93
C: 2.80 3.74 -0.75
C: 1.96 4.71 -1.31
C: 0.85 4.34 -2.04
C: 0.51 2.96 -2.24
C: -0.64 2.71 -3.03
C: -1.14 1.55 -3.67
C: -2.34 1.72 -4.44
C: -2.97 0.64 -5.04
C: -2.49 -0.66 -4.84
C: -1.32 -0.82 -4.10
F: -0.90 -2.10 -3.80
C: -0.57 0.24 -3.62
C: 1.32 1.98 -1.60
H: 3.69 4.00 -0.19
H: 2.18 5.77 -1.17
H: 0.20 5.09 -2.49
H: -1.24 3.60 -3.22
H: -2.74 2.73 -4.54
H: -3.87 0.81 -5.64
H: -2.98 -1.53 -5.27
H: 0.41 0.07 -3.19
H: 1.06 0.93 -1.62
C: -2.92 0.75 1.89
Si: -1.95 -0.80 1.56
C: -2.39 -2.20 2.70
C: -1.92 -1.23 -0.25
O: -0.39 -0.30 2.04
C: 0.77 -0.96 1.91
C: 1.38 -1.37 0.74
C: 2.48 -2.34 1.07
C: 2.48 -2.33 2.60
C: 3.22 -3.09 3.48
C: 2.98 -2.95 4.86
C: 1.99 -2.07 5.34
C: 1.22 -1.33 4.45
C: 1.48 -1.47 3.08
H: -3.98 0.63 1.65
H: -2.82 1.04 2.94
H: -2.51 1.57 1.27
H: -3.39 -2.58 2.46
H: -1.66 -3.02 2.61
H: -2.39 -1.85 3.74
H: -2.93 -1.52 -0.59
H: -1.60 -0.36 -0.84
H: -1.24 -2.06 -0.46
H: 1.07 -1.10 -0.26
H: 2.28 -3.36 0.70
H: 3.45 -2.05 0.65
H: 3.96 -3.79 3.10
H: 3.58 -3.53 5.57
H: 1.82 -1.98 6.41
H: 0.42 -0.65 4.76

Results of the natural (NBO) charge analysis, in e, for atoms 1 through 4: F -0.302; C 0.378; C -0.139; C -0.209

(5)
Formula: C25H25LiN2O2S
Source: OMol25
Level of theory: the ωB97M-V functional and the def2-TZVPD basis

- Highest occupied orbital energy: -6.49 eV
- Total charge: 0
- LUMO energy: -0.458 eV
- Orbital gap: 6.0 eV

CARTESIAN COORDINATES (ANGSTROEM)
C: 7.10 -3.13 -1.62
C: 6.02 -2.09 -1.52
C: 5.72 -1.29 -2.62
C: 4.75 -0.29 -2.54
C: 4.07 -0.10 -1.33
S: 2.95 1.29 -1.17
N: 1.42 0.50 -1.15
C: 0.34 1.17 -0.94
C: -0.96 0.55 -1.12
C: -2.17 1.28 -1.10
C: -3.38 0.64 -1.26
C: -3.43 -0.76 -1.43
N: -4.66 -1.43 -1.51
C: -5.35 -1.64 -2.77
C: -5.47 -1.70 -0.33
C: -2.22 -1.50 -1.48
C: -1.00 -0.85 -1.32
O: 3.15 1.88 0.14
O: 3.04 2.09 -2.36
C: 4.35 -0.90 -0.22
C: 5.32 -1.90 -0.32
H: 7.22 -3.66 -0.67
H: 6.87 -3.87 -2.39
H: 8.06 -2.68 -1.88
H: 6.26 -1.44 -3.56
H: 4.51 0.34 -3.39
H: 0.33 2.24 -0.65
H: -2.12 2.36 -0.96
H: -4.32 1.20 -1.25
H: -4.71 -1.36 -3.61
H: -5.63 -2.70 -2.87
H: -6.28 -1.05 -2.81
H: -4.89 -1.46 0.56
H: -6.39 -1.09 -0.34
H: -5.77 -2.76 -0.31
H: -2.26 -2.58 -1.62
H: -0.06 -1.40 -1.32
H: 3.81 -0.75 0.72
H: 5.55 -2.52 0.54
C: -0.94 -0.20 3.52
Li: -0.58 3.15 4.45
C: 0.16 -0.28 2.63
C: 0.35 0.99 2.05
C: -0.62 1.89 2.58
C: -1.41 1.16 3.55
C: -2.41 1.82 4.27
C: -2.74 3.13 3.92
C: -2.02 3.82 2.93
C: -0.92 3.23 2.29
H: -1.37 -1.01 4.12
H: 0.75 -1.17 2.43
H: 1.12 1.29 1.34
H: -2.94 1.28 5.05
H: -3.57 3.63 4.42
H: -2.31 4.84 2.65
H: -0.29 3.76 1.57

Results of the natural (NBO) charge analysis, in e, for atoms 1 through 4: C -0.633; C 0.007; C -0.221; C -0.157

(6)
Formula: C25H25MoN4O6S
Source: OMol25
Level of theory: the ωB97M-V functional and the def2-TZVPD basis

- Multiplicity: 3
- Highest occupied orbital energy (spin up / spin down): -4.36 / -4.83 eV
- Energy above the lowest of the compared OMol25 structures with the same formula, charge and spin: 189.53 kJ/mol
- Total charge: -1
- LUMO energy (spin up / spin down): 1.963 / 1.637 eV
- Orbital gap (spin up / spin down): 6.3 / 6.5 eV
- Expectation value of S²: 2.037

CARTESIAN COORDINATES (ANGSTROEM)
Mo: 0.23 0.36 0.38
N: -3.50 0.20 2.43
C: -2.22 0.50 2.09
S: -1.95 1.57 0.71
N: -1.27 0.03 2.85
N: -0.02 0.46 2.40
C: 0.79 0.92 3.30
C: 1.98 1.67 2.99
C: 2.91 1.93 4.01
C: 4.01 2.71 3.78
C: 4.18 3.29 2.51
C: 3.25 3.09 1.51
C: 2.13 2.26 1.72
O: 1.26 2.09 0.76
H: -4.15 0.39 1.68
H: -3.59 -0.75 2.77
H: 0.47 0.79 4.33
H: 2.75 1.49 4.99
H: 4.74 2.89 4.56
H: 5.04 3.90 2.31
H: 3.37 3.53 0.53
O: -2.41 -5.69 0.86
C: -1.67 -4.78 0.59
C: -0.36 -4.89 -0.20
O: 0.18 -5.91 -0.53
C: 0.11 -3.47 -0.45
C: -0.79 -2.63 0.27
O: -0.62 -1.30 0.28
C: -1.86 -3.31 0.92
O: -2.78 -2.88 1.62
O: 1.07 -3.15 -1.14
C: 6.70 0.96 -0.34
C: 5.44 0.31 0.18
C: 5.44 -0.36 1.39
C: 4.29 -0.98 1.85
C: 4.27 -1.73 3.16
C: 3.13 -0.91 1.09
C: 3.09 -0.19 -0.11
C: 4.27 0.39 -0.57
N: 1.84 -0.07 -0.72
C: 1.69 0.12 -2.18
C: 0.21 -0.17 -2.52
C: 1.99 1.56 -2.61
C: 2.54 -0.90 -2.95
H: 7.50 0.92 0.40
H: 6.53 2.01 -0.58
H: 7.05 0.47 -1.25
H: 6.35 -0.42 1.98
H: 5.28 -1.87 3.55
H: 3.81 -2.72 3.04
H: 3.69 -1.19 3.90
H: 2.24 -1.45 1.40
H: 4.29 0.95 -1.49
H: -0.48 0.46 -1.93
H: -0.02 -1.21 -2.33
H: 0.01 0.08 -3.56
H: 1.34 2.26 -2.06
H: 1.80 1.68 -3.68
H: 3.02 1.85 -2.41
H: 2.47 -1.87 -2.47
H: 3.58 -0.60 -3.02
H: 2.15 -0.99 -3.97

Results of the natural (NBO) charge analysis, in e, for atoms 1 through 4: Mo 1.371; N -0.801; C 0.321; S -0.204

(7)
Formula: C25H25N3O5S
Source: OMol25
Level of theory: the ωB97M-V functional and the def2-TZVPD basis

- Highest occupied orbital energy: -8.29 eV
- Energy above the lowest of the compared OMol25 structures with the same formula, charge and spin: 142.00 kJ/mol
- Total charge: 0
- LUMO energy: 0.663 eV
- Orbital gap: 9.0 eV

CARTESIAN COORDINATES (ANGSTROEM)
C: 2.43 -2.37 -2.99
O: 1.07 -1.99 -3.11
C: 0.68 -0.96 -2.36
O: 1.43 -0.29 -1.69
C: -0.77 -0.68 -2.52
C: -1.68 -0.64 -1.50
N: -1.50 -0.98 -0.16
C: -2.39 -0.58 0.82
O: -3.38 0.07 0.59
C: -1.96 -1.20 2.13
C: -0.56 -1.72 1.82
C: -0.46 -1.78 0.32
O: 0.32 -2.39 -0.35
C: 0.38 -0.64 2.42
C: 1.72 -1.31 2.82
O: 1.86 -2.25 3.55
N: 2.71 -0.64 2.17
C: 2.23 0.38 1.36
C: 2.96 1.26 0.57
C: 4.45 1.16 0.49
C: 2.23 2.21 -0.13
C: 0.85 2.28 -0.05
C: 0.14 1.39 0.74
C: 0.83 0.43 1.45
N: -0.35 -0.22 3.59
C: -0.06 1.07 4.18
C: -1.15 2.04 3.68
C: -2.35 1.14 3.35
C: -1.79 -0.30 3.38
S: -3.25 -0.16 -2.05
C: -2.67 -0.03 -3.68
C: -3.61 0.39 -4.76
C: -1.35 -0.33 -3.78
C: -0.55 -0.29 -5.04
H: 2.59 -3.16 -3.72
H: 2.61 -2.74 -1.97
H: 3.08 -1.52 -3.18
H: -2.67 -2.01 2.34
H: -0.32 -2.68 2.29
H: 3.68 -0.90 2.23
H: 4.90 1.25 1.48
H: 4.85 1.95 -0.14
H: 4.74 0.20 0.07
H: 2.76 2.91 -0.76
H: 0.32 3.02 -0.62
H: -0.94 1.45 0.77
H: 0.94 1.40 3.92
H: -0.12 0.96 5.26
H: -0.80 2.58 2.80
H: -1.40 2.78 4.44
H: -3.13 1.24 4.09
H: -2.78 1.39 2.38
H: -2.22 -0.83 4.24
H: -3.68 -0.38 -5.52
H: -4.60 0.56 -4.34
H: -3.27 1.31 -5.23
H: 0.31 0.36 -4.92
H: -0.19 -1.28 -5.29
H: -1.16 0.09 -5.86

Results of the natural (NBO) charge analysis, in e, for atoms 1 through 4: C -0.262; O -0.504; C 0.822; O -0.602

(8)
Formula: C25H25N5O2PSSr
Source: OMol25
Level of theory: the ωB97M-V functional and the def2-TZVPD basis

- Highest occupied orbital energy: -4.95 eV
- Energy above the lowest of the compared OMol25 structures with the same formula, charge and spin: 0.74 kJ/mol
- Total charge: -1
- LUMO energy: 2.677 eV
- Orbital gap: 7.6 eV

CARTESIAN COORDINATES (ANGSTROEM)
Sr: 0.09 -0.23 -0.88
C: -2.23 -5.90 1.17
C: -3.11 -4.87 0.47
N: -2.55 -4.39 -0.77
C: -1.56 -3.46 -0.89
S: -1.08 -2.59 0.52
N: -1.09 -3.40 -2.13
N: -0.09 -2.49 -2.32
C: 0.45 -2.47 -3.49
C: 0.01 -3.34 -4.63
C: 1.58 -1.54 -3.70
C: 2.28 -1.53 -4.90
C: 3.36 -0.68 -5.05
C: 3.72 0.15 -4.00
C: 2.97 0.10 -2.84
N: 1.93 -0.72 -2.70
H: -2.70 -6.24 2.10
H: -1.27 -5.46 1.41
H: -2.07 -6.77 0.53
H: -3.27 -4.02 1.13
H: -4.09 -5.30 0.25
H: -2.71 -4.92 -1.61
H: -0.86 -3.92 -4.33
H: 0.81 -4.03 -4.93
H: -0.24 -2.73 -5.50
H: 1.99 -2.19 -5.71
H: 3.92 -0.66 -5.98
H: 4.56 0.83 -4.07
H: 3.20 0.73 -1.99
O: 3.75 2.13 -0.13
C: 2.73 1.78 0.45
O: 1.97 0.81 0.13
C: 2.28 2.60 1.68
P: 1.03 1.71 2.72
C: 0.63 3.08 3.88
C: 1.60 3.40 4.84
C: 1.38 4.41 5.77
C: 0.18 5.11 5.77
C: -0.79 4.79 4.84
C: -0.57 3.79 3.90
C: -0.47 1.70 1.67
C: -1.42 0.71 1.92
C: -2.57 0.61 1.14
C: -2.77 1.49 0.09
C: -1.84 2.49 -0.17
C: -0.70 2.60 0.62
H: 1.91 3.57 1.34
H: 3.15 2.81 2.30
H: 2.53 2.85 4.86
H: 2.15 4.64 6.50
H: 0.00 5.89 6.50
H: -1.73 5.33 4.83
H: -1.34 3.57 3.17
H: -1.23 -0.01 2.70
H: -3.27 -0.19 1.32
H: -3.63 1.38 -0.56
H: -1.97 3.14 -1.02
H: 0.03 3.36 0.38
N: -1.78 1.56 -3.72
C: -1.17 0.95 -2.94

Results of the natural (NBO) charge analysis, in e, for atoms 1 through 4: Sr 1.758; C -0.621; C -0.215; N -0.608

no.,calculated total energy (eV)
1,-48271.460
2,-119898.237
3,-142277.585
4,-41684.639
5,-44444.521
6,-57269.450
7,-51875.980
8,-58841.797